Record 1
C32H78F6N6O10Zn as an isolated structure, computed with ωB97M-V/def2-TZVPD.

Gap between HOMO and LUMO in eV: 8.5
ΔE to the lowest compared entry with this formula, charge and spin in eV: 0.000
Highest occupied orbital energy in eV: -8.51

Geometry as ORCA input:
```
! RIJCOSX wB97M-V def2-TZVPD def2/J DEFGRID3
* xyz 0 1
N 0.93052 3.09121 -2.52564
H 2.23100 2.62824 -0.32415
C 2.28911 -4.01013 3.53540
O -0.38354 -0.45786 -3.77487
H -1.34494 -5.09254 -4.34454
C 2.02796 -3.40107 -1.85497
C -0.66366 -2.23331 0.97363
H 1.54871 4.13248 2.87805
H -4.68200 3.47922 -3.32204
H -2.84965 5.96876 -6.07680
N -2.89915 5.00937 -5.73854
O -1.09497 -2.62974 -3.80067
C -3.98241 3.50853 -4.17268
C -3.60409 -1.12622 4.59149
H 1.67529 2.54618 -2.97574
H -2.87258 -0.20459 6.32847
O -2.70284 3.14627 -3.76336
C 1.51826 -6.54232 1.07239
H -1.21027 -1.72410 5.52531
H 2.47406 -2.27049 -3.47165
H 2.65875 -5.48047 -1.66053
C -2.63023 -0.15626 5.26230
H -1.79983 5.22730 4.38529
H 1.57885 -0.23105 5.45541
Zn 0.87309 -0.64261 -2.37463
O -0.41405 -1.43743 -0.16797
H 0.58184 2.41759 -1.83939
N -2.86571 1.15865 4.69015
H 3.09619 4.43440 -3.40415
C -1.84252 0.44238 0.33199
C -2.20755 -3.39313 -3.38468
H 1.00626 -6.46226 2.03103
N 4.30473 -5.32839 3.96827
C 2.70513 3.47963 -0.81738
C 0.88241 -0.52531 6.24263
O -0.38169 0.06447 6.00679
C -1.36347 -1.25130 -4.14512
H -1.55544 -4.11920 1.46918
H 3.11530 4.17753 -0.08551
H 1.27696 -0.11371 7.17570
H -3.19308 2.70574 -1.76256
H 1.32444 7.25135 -4.85661
H 1.05449 -2.94831 -3.68773
C 1.51063 1.52539 3.34553
H 1.72428 4.56135 4.53049
F -0.41853 -1.56053 -6.29199
H -0.10665 2.43242 5.58174
H -0.85553 -0.76178 4.10931
H 4.17347 -5.40587 4.96695
H 2.19078 7.62525 -3.37157
C 2.43001 5.01963 -2.75011
H 2.94172 0.33307 0.29053
O 2.33476 -5.42040 0.80058
H -0.98575 -5.01497 -2.63397
H 3.01006 -3.19393 -0.04419
H 1.01335 4.75951 -1.24202
H -2.61630 -5.50045 -3.17804
H 3.54855 3.06426 -1.38613
O 1.90554 2.57537 4.18723
C 1.69846 4.10456 -1.78816
F -2.18058 0.00162 1.57069
H 4.88624 -6.11444 3.70417
H -1.42298 -1.81609 1.63028
O 1.48884 5.69802 -3.54735
O 0.38323 0.54733 -0.88096
H 2.49786 -6.15940 3.46349
C 3.45148 -0.60139 0.05831
H 2.13385 -7.45153 1.10390
H 3.47351 -4.57761 -3.01554
H 2.92400 -3.13045 3.41089
F -2.70941 -0.14947 -0.50594
H 3.59300 -1.13020 1.00705
O 2.63760 -1.33308 -0.81106
H 1.80852 -5.05208 -3.13116
H -0.68472 3.21526 3.24600
H -0.20187 5.95571 4.34739
H 3.03138 5.72948 -2.16496
H -3.31499 1.40202 -2.96969
C 1.26795 3.79579 3.89363
H -3.76241 -2.07713 5.10195
C -1.22094 -0.68300 5.14664
C -1.77194 -4.83852 -3.37371
C 3.05011 -2.66977 -1.00573
H -3.04887 -3.28738 -4.07573
H -6.15033 5.02530 -4.65008
H -2.03180 -3.46830 -0.09733
H 1.84699 1.72644 2.31358
H 0.09189 0.19329 1.05329
H 1.13420 -3.53989 -1.26082
H 4.06800 -2.75365 -1.40999
C 3.06028 -5.25890 3.18108
H 1.46364 -3.90209 2.82559
H -0.95271 5.42098 2.81893
H 4.14877 -6.07427 1.47823
H -0.55297 3.90319 6.09174
C -5.36264 5.17673 -5.39984
H -2.52797 -3.04937 -2.39548
C -1.55940 -1.18894 -5.65807
H -2.33275 -1.00035 -3.66152
H 1.84941 -4.01527 4.53174
H -2.07477 1.78838 4.87886
H 3.89224 -4.33720 1.41915
N 1.61248 -2.49874 -2.96329
H -3.13397 4.49710 -6.58742
H -1.79993 1.82690 -2.34024
H 3.00889 6.66683 -4.59277
H -3.27805 -1.36296 3.56878
H -5.44634 6.18780 -5.79456
H -0.44881 -4.23780 0.08934
C -4.00093 4.90930 -4.76701
F -1.87871 0.03455 -6.06728
C -2.72653 2.28980 -2.66465
C 2.56901 -4.70877 -2.42085
C 3.42516 -5.27870 1.71486
C 2.02721 6.84309 -4.13571
H -4.57599 -0.64963 4.46059
H -2.78490 1.05972 3.67657
F -2.04068 1.74777 0.34807
H 0.78546 -1.60130 6.42143
H 0.82721 -6.59985 0.23527
C -0.83843 5.19900 3.87697
H -5.57066 4.45674 -6.19511
H 4.41255 -0.35538 -0.40340
C -1.18600 -3.61045 0.57678
C -0.36591 -0.02614 0.06214
H -4.40538 2.81702 -4.92396
H -3.78957 5.63583 -3.98040
H 0.42353 1.38217 3.31205
H 1.94082 0.56576 3.62562
H 0.24908 -2.33302 1.57440
F -2.51972 -2.03958 -6.08409
N -0.68242 3.23710 5.33686
C -0.23594 3.79566 4.06168
*
```

Atom charges from the Löwdin analysis, given in e for atoms 1 to 2: atom 1 (N): 0.0761, atom 2 (H): 0.0476

Record 2
A 10-piece molecular cluster, C32H79BN5O21 overall, computed with ωB97M-V/def2-TZVPD.

Gap between HOMO and LUMO in eV: 8.5
ΔE to the lowest compared entry with this formula, charge and spin in eV: 5.563
Highest occupied orbital energy in eV: -6.70

Geometry as ORCA input:
```
! RIJCOSX wB97M-V def2-TZVPD def2/J DEFGRID3
* xyz -1 1
H 1.75686 -2.39834 6.39472
H -4.23121 1.75437 -0.51025
H 4.85739 0.48868 -0.72321
H 3.78428 1.55426 -0.09069
H -4.33261 6.49197 -1.76728
H 6.84390 -0.31833 2.55463
H 0.60309 2.12755 -4.77791
C 0.74596 -1.14126 -0.25731
O 2.40081 -4.21619 3.14272
O -0.78356 0.75582 7.15482
H 0.95565 0.01866 -3.56293
H 6.29474 3.98478 -0.73994
H 6.41033 -0.95238 1.02410
C 2.88652 -2.31962 4.45367
C -2.11138 -2.06992 -4.90636
C -2.57332 5.23655 -2.04949
H 0.66652 -4.71594 1.99652
H 3.89594 -2.61093 4.16330
C 1.67391 -5.05235 2.24167
H -0.01741 0.57914 5.31306
C -3.43722 1.60247 -1.24142
H 5.35551 -3.12165 -2.72857
C -5.19840 2.78497 3.34558
C -5.98733 2.18844 4.58429
H 2.67121 2.76218 6.14071
O -4.78347 -4.85764 0.59441
O -1.58889 -3.00693 4.13288
C -4.53870 -2.05687 0.69626
H 2.28443 -3.80773 5.70327
C -2.31355 -1.56534 -6.34922
C 6.51302 -0.01037 1.56277
H -4.40533 3.45925 3.66882
C 4.81520 1.23764 0.06760
H -4.57947 -4.77852 -1.41054
O -0.81151 -1.35083 -2.18772
H -4.38063 -6.82535 -0.41522
H -3.06814 7.17208 -2.86061
C 5.50402 3.46259 -0.20125
N 1.52611 0.35836 -4.32404
H -3.84548 -2.56900 1.36355
O -1.43622 -2.01129 -7.42192
O 1.77595 -1.03545 -0.93509
H 0.36717 1.80690 -2.35803
O -2.73685 2.90050 -1.29751
H 0.89677 -3.00751 3.72758
H 3.43820 3.71687 -7.36994
H 6.56175 -2.31569 -3.73233
H -4.06534 1.31727 -2.08536
H -5.53401 -6.92796 0.71450
H 3.21631 -1.82435 -2.24549
H 5.14361 3.63409 0.81305
H -3.97272 3.60918 -2.64701
H -2.03003 -1.02635 -3.29580
H -2.48890 -3.08803 -4.81139
H 2.42231 0.15167 -3.90666
C -4.29746 -4.19211 -0.53606
H -5.27562 1.87192 5.34676
H -1.71834 4.43075 -3.92677
O 1.76678 2.69077 5.82688
O 0.52854 -1.16889 1.04408
H -1.45483 0.12657 6.88086
C -0.18608 1.29248 6.11978
O 3.33244 -2.07641 -3.16450
H 1.85171 0.87175 6.83490
O -6.81209 3.17118 5.21672
B -0.86343 -1.41150 1.26558
H 2.24910 -5.21688 1.33054
H 1.56036 -6.04738 2.67193
C -3.48124 4.00307 -1.75741
H 4.28248 4.31246 -5.86262
H -3.20781 -4.16911 -0.52111
H -5.91083 3.30181 2.70260
C -3.61060 6.27735 -2.55515
H 0.96732 2.26395 7.55992
H 3.41578 -0.16542 1.16055
O -1.40698 -0.27750 2.07994
H -5.38690 -1.66207 1.25553
O -2.67664 -1.18361 -3.98773
H -2.79108 0.80422 -0.87620
C 4.44241 -1.51164 -3.76550
N -6.39726 -2.97553 -0.63533
H -6.81903 -3.15504 -1.53532
H 3.43806 2.76839 -4.27603
H -6.23555 3.86524 5.54459
H -0.75355 4.59048 -2.72617
C 1.33297 2.14325 -2.73511
H 4.36743 -1.88606 -4.78642
C 1.48239 1.84813 -4.19750
C 1.18528 1.71311 6.64496
H -0.71992 -1.37686 -7.49942
C -1.73926 -0.69644 3.22570
H -6.51814 1.28914 4.27184
H 2.99854 1.78607 -5.64035
O -1.00295 -2.63774 2.05633
C -1.49374 -2.29242 3.17062
H -4.09667 6.03310 -3.49969
H 4.24427 -0.44360 -3.67527
C -4.64584 -6.32759 0.51752
H 3.48857 -2.78086 6.49315
C 2.60515 2.51511 -4.93194
H 3.11852 5.22788 -6.75747
H -3.32090 -1.91526 -6.57485
H 4.72303 3.50506 -0.96042
H -2.57397 -0.51257 -6.45858
H 5.16770 1.33913 2.24741
C -0.65724 -1.26231 -0.96360
H -4.08310 -1.12037 0.37454
C 5.15339 0.60081 1.44568
C 3.34314 4.22022 -6.40780
H 4.56167 -1.24858 1.52724
H 6.62877 -1.91749 -1.27915
H 1.90529 -2.31507 2.46531
C -4.96744 -2.82049 -0.59666
H 3.12003 -0.52396 3.40294
N -1.56029 5.03902 -3.13613
H 7.20722 0.63170 1.02060
O 2.27211 3.71797 -5.65120
H 1.83268 -0.67450 4.30127
N 2.82866 -0.84149 4.31637
H 1.19254 3.21049 -2.56378
O -2.14877 0.02569 4.14536
H -2.27866 5.51424 -1.03747
O -1.57240 -1.48944 -0.03645
C 1.91862 -2.94750 3.35299
H -3.99837 -6.71220 1.30553
H -1.03125 -2.03714 -4.76374
N 4.17451 -0.35629 1.79930
O 6.31503 -1.35437 -1.99053
C 2.61532 -2.77832 5.84084
O 5.88417 2.14943 -0.36913
H -6.65037 -3.69817 0.02332
C 5.73028 -2.14907 -3.04750
H -0.75298 2.13594 5.72568
H -4.22946 4.26051 -1.00774
H -3.95108 1.36823 3.02525
O -4.58218 1.85692 2.49185
H 2.17880 1.71450 -2.19767
H -4.56654 -2.33292 -1.48529
*
```

Atom charges from the Löwdin analysis, given in e for atoms 1 to 2: atom 1 (H): 0.0776, atom 2 (H): 0.0718

Record 3
A 5-piece molecular cluster, C32H80BF4N4O4 overall, computed with ωB97M-V/def2-TZVPD.

Gap between HOMO and LUMO in eV: 10.5
ΔE to the lowest compared entry with this formula, charge and spin in eV: 0.364
Highest occupied orbital energy in eV: -15.78

Geometry as ORCA input:
```
! RIJCOSX wB97M-V def2-TZVPD def2/J DEFGRID3
* xyz 3 1
H -4.44466 -2.44612 -1.89554
H -4.12279 0.89596 -0.73139
H 4.28196 -4.43244 -4.20468
H -0.28253 5.23839 0.22061
H -2.10204 3.95991 -3.70681
C 2.20113 -3.57162 -1.59814
H -5.47219 2.23541 -2.39556
H -7.83382 3.12993 -2.84213
H 3.56968 -6.42321 2.19775
H -3.79591 1.30297 -3.10708
H 0.60600 6.28977 -2.38892
H 5.18718 -1.76655 8.01485
C 5.85002 -2.92562 -2.62351
C 4.23974 -5.38596 -0.22161
C 1.21082 -1.30564 6.94283
H 2.46645 4.04088 -2.99904
C -4.21925 -1.93693 0.30625
H 1.00809 -2.16739 6.31980
C -5.88917 1.89270 -1.42356
H 2.68787 -5.03461 -3.80010
H 3.05729 -3.18796 -4.05671
H 5.89336 -2.97824 -3.66506
C 3.17541 -6.99145 1.30332
H 6.39631 -3.76516 -2.30376
H 6.49985 -2.05672 -2.40501
C 3.37881 -4.20589 -3.72970
H -8.04687 3.34569 -1.02729
H 1.99824 1.14024 4.75806
H -2.37233 4.24115 -1.96344
H -5.27635 -1.29973 -3.58495
C 2.58624 -1.39305 7.62249
C 4.48918 -2.70921 -2.01267
H -1.00537 -0.36825 6.13780
H -1.98500 6.23016 -4.12279
H 3.01909 0.24384 5.88769
C 4.10907 -5.17740 -1.69516
C 2.39514 -0.92600 4.13704
H 4.00972 -1.80971 -2.37506
H -6.70198 -1.29805 -0.16863
C 3.31458 6.24837 -4.17387
H 0.01707 4.46113 -4.70713
F 0.31996 -1.36293 -1.16369
C -8.09759 2.63213 -1.87469
H 0.49835 1.99247 6.59584
C -0.41043 5.95382 -2.50919
H 1.78369 1.31077 7.60251
C 4.57710 -2.55438 7.60041
H 2.81185 -1.85678 4.51575
C 1.90726 4.41990 -3.81870
H 2.37275 4.04929 -4.72133
N 0.99039 -0.03303 6.13065
H 0.15429 0.87324 7.86809
O 3.06690 -6.07294 0.12243
H -5.14874 -2.45621 0.59106
H -0.91610 6.11351 -1.60675
H 5.17107 -5.87588 0.04021
N -0.30827 4.47283 -2.56961
N 3.54355 -3.91492 -2.23461
F -0.60652 0.56392 -2.20630
H -1.60747 0.75186 3.93507
H 1.15578 -5.49377 -1.89417
H 1.47056 -1.30503 3.63610
H 0.13173 0.87510 3.47845
C -6.60414 -1.23195 -1.24460
C -1.03678 6.67887 -3.69542
H -0.57509 1.87455 4.92312
N -5.27548 -0.58417 -1.59194
H -4.08954 -1.06340 0.93362
H -4.03325 0.58948 -4.63698
H -1.26401 7.75876 -3.45548
C -0.28446 -0.21371 5.35845
C -4.22512 -1.56789 -1.19017
H 0.35256 2.87127 -1.44537
C -5.17625 0.68677 -0.82258
H 0.77902 -4.23850 -3.08890
H 3.23327 7.36273 -4.16251
F 0.29519 0.69239 -0.10844
C -0.48138 4.22208 0.00302
H -3.47702 -2.56269 0.66445
H 4.01715 5.86502 -3.47011
H -0.03801 3.63512 0.82631
H 3.49301 5.93298 -5.21249
C -1.71968 3.83148 -2.69220
C -4.01384 0.34921 -3.57147
H 1.27547 4.46905 -1.30506
H -3.22304 -1.19447 -1.45381
H 3.86268 -7.82213 1.07186
H 5.21585 -3.06610 6.90522
H 4.30955 -3.22855 8.44034
H -0.15595 -1.14749 4.85673
H 4.30164 -4.38393 0.36013
H 2.11083 -7.30123 1.53837
O -7.23740 1.53903 -1.50463
H -5.51508 0.52653 0.16948
C 1.05022 -4.40624 -2.07153
H 2.28779 -3.74136 -0.55419
H 4.48399 -2.66768 -0.93690
C -0.62122 0.92375 4.34324
O 3.55492 -2.04609 6.76382
C 2.17300 0.16578 5.18658
H 0.20132 -4.29856 -1.36492
H -6.61530 -2.22862 -1.58603
H 3.06783 -0.41547 7.86841
H -3.17808 -0.29053 -3.46074
H -9.08936 2.32392 -1.87214
H 2.07625 -2.50469 -1.83328
O 2.03214 5.82232 -3.74702
C 0.89288 1.13354 7.09323
C 0.30311 3.96719 -1.29053
F -1.61576 -0.45748 -0.32227
H -5.75948 2.72794 -0.67111
H -0.29027 6.62203 -4.53799
H -1.55703 2.75872 -2.54758
H -6.13735 0.28521 -3.23416
H -7.37831 -0.61612 -1.66088
H 0.46969 2.92739 -3.97565
C 0.48320 4.01148 -3.83061
C -5.25571 -0.31521 -3.07754
B -0.32975 -0.16293 -1.00136
H 3.04706 -0.65238 3.38662
H 0.45952 -1.33151 7.75757
H 2.47058 -1.98471 8.52427
H -1.48809 3.90333 -0.01259
H 5.05336 -5.28891 -2.14418
H 3.42999 -5.85980 -2.02620
*
```

Atom charges from the Löwdin analysis, given in e for atoms 1 to 2: atom 1 (H): 0.1602, atom 2 (H): 0.1330

| no. | lowest unoccupied orbital energy (eV) |
| --- | --- |
| 1 | -0.06 |
| 2 | 1.85 |
| 3 | -5.23 |